# 1
C32H61ClCsF4N12 | ωB97M-V with the def2-TZVPD basis set

XYZ file:
```
111
Properties=species:S:1:pos:R:3
Cs -1.09612 -0.90970 -0.80978
C -0.74417 5.75147 -0.58666
N -1.21544 4.96225 0.52183
C -1.51871 5.70108 1.71557
C -1.61096 3.62019 0.32878
N -1.26914 2.61861 1.02787
C -0.40675 2.66751 2.17404
C 1.05218 2.25096 1.89751
N 1.38833 0.87193 2.19531
C 1.18884 0.42538 3.55964
C 0.86951 -1.07838 3.57255
N -0.52380 -1.27315 3.30212
C -1.23017 -2.08644 3.97055
N -2.60378 -2.06570 3.88375
C -3.28693 -3.32631 3.67807
C -3.22907 -0.98624 3.15125
N -0.71402 -2.92839 4.98200
C 0.14834 -4.02992 4.64595
C -1.47579 -3.11636 6.18787
C 2.73482 0.58376 1.74102
C 2.80573 0.05441 0.30659
N 2.38134 -1.31312 0.27890
C 2.94094 -2.19205 -0.44178
N 4.04635 -2.02146 -1.34552
C 5.34928 -2.00851 -0.72134
C 3.87662 -1.05849 -2.41188
N 2.56139 -3.50384 -0.33056
C 1.47355 -3.81265 0.57079
C 2.58606 -4.35083 -1.50427
N -2.36357 3.41206 -0.81081
C -3.48224 4.29472 -1.06096
C -2.66414 2.03863 -1.16157
H 0.26645 6.12279 -0.37068
H -1.39140 6.61919 -0.78112
H -0.70333 5.13484 -1.47954
H -2.13205 6.58362 1.47686
H -0.60817 6.05831 2.21728
H -2.08124 5.08006 2.40803
H -0.84353 1.95863 2.87888
H -0.37726 3.66139 2.64029
H 1.72394 2.94256 2.45598
H 1.24831 2.39445 0.83347
H 0.34722 0.94718 4.01166
H 2.08052 0.62963 4.18264
H 1.16817 -1.51749 4.53721
H 1.44248 -1.54463 2.76721
H -2.71038 -4.14518 4.09819
H -3.43500 -3.51127 2.60769
H -4.26702 -3.29480 4.16164
H -2.62454 -0.09120 3.25078
H -4.21726 -0.80986 3.58421
H -3.33829 -1.21439 2.08810
H 0.57076 -3.88691 3.65548
H -0.39597 -4.98634 4.65724
H 0.96229 -4.10157 5.37498
H -2.17170 -2.28997 6.30621
H -0.78151 -3.12436 7.03408
H -2.04031 -4.05889 6.20774
H 3.17627 -0.18158 2.38141
H 3.37356 1.48382 1.81530
H 3.83853 0.19547 -0.04169
H 2.14296 0.63447 -0.34000
H 5.31031 -2.55616 0.21874
H 5.72010 -0.99141 -0.51052
H 6.08147 -2.49443 -1.37517
H 2.81661 -0.88611 -2.57959
H 4.32269 -1.46345 -3.32638
H 4.36207 -0.09414 -2.20385
H 1.70826 -3.40613 1.55294
H 1.38715 -4.89818 0.63015
H 0.51937 -3.38936 0.23749
H 3.42146 -4.07469 -2.14121
H 1.65353 -4.26437 -2.07129
H 2.69832 -5.38685 -1.18032
H -3.32896 5.26857 -0.60469
H -4.41083 3.86842 -0.65953
H -3.60212 4.43610 -2.13642
H -1.75252 1.45110 -1.14185
H -3.07598 2.02276 -2.16921
H -3.38322 1.57506 -0.47743
C 1.78223 3.39071 -1.84758
N 1.52872 2.35954 -2.82547
C 2.61318 2.26704 -3.77307
C 0.24301 2.57684 -3.46351
C -0.26042 1.43094 -4.34834
N -0.22730 0.17929 -3.65008
C -0.82150 -0.87001 -4.14616
C -0.59363 -2.13907 -3.52333
F 0.27794 -2.16735 -2.45839
C -1.16698 -3.31223 -3.92067
F -0.83905 -4.46359 -3.27200
C -2.04385 -3.37668 -4.99499
C -2.27605 -2.17789 -5.65356
F -3.11187 -2.19286 -6.72818
C -1.69312 -0.99145 -5.28578
F -1.99384 0.10222 -6.05720
H 1.82334 4.39884 -2.29820
H 2.73098 3.19425 -1.34873
H 0.98800 3.37042 -1.10553
H 2.69641 3.16662 -4.40948
H 2.46503 1.39969 -4.41127
H 3.55289 2.14999 -3.23276
H 0.26069 3.49460 -4.09091
H -0.48322 2.72772 -2.66352
H 0.35218 1.37531 -5.26560
H -1.26969 1.73942 -4.66979
H -2.52511 -4.29171 -5.28293
Cl -3.19722 -2.87877 -0.23517
C -4.05621 -1.25655 -0.57506
H -5.01288 -1.39453 -0.01300
H -4.38134 -1.40684 -1.63793
```

The HOMO-LUMO gap comes out at 5.5 eV. Its spin multiplicity is 1. Its net charge is -1. The calculation puts the HOMO energy at -3.52 eV.

Here are the Löwdin charges for atoms 1 to 4, given in e:
1 Cs 1.118
2 C -0.088
3 N -0.187
4 C -0.093


# 2
C32H61N11O8P | ωB97M-V with the def2-TZVPD basis set

XYZ file:
```
113
Properties=species:S:1:pos:R:3
C 4.19636 -0.12858 5.79055
O 5.36622 0.16794 4.94570
C 4.99523 0.92735 3.73591
C 5.36526 0.11209 2.36082
C 5.58262 1.09016 1.03643
C 4.19475 1.88086 0.58677
C 4.45284 3.39609 0.00406
C 3.31097 3.73937 -1.16780
C 2.20862 4.84317 -0.59215
C 1.42089 4.31042 0.75382
C -0.14770 3.88858 0.48197
C -0.45436 2.27894 0.61838
C -1.64266 1.92182 -0.45202
O -2.68987 2.95536 -0.46456
C -1.04111 1.79688 -2.00708
C -1.95074 0.73401 -2.92313
N -3.18400 1.18906 -3.37557
N -2.31632 0.59959 -0.16259
C -2.75234 0.54106 1.29695
N -3.83228 -0.31239 1.55776
N -2.09763 1.26080 2.45120
P -3.13638 2.49094 3.20434
N -2.74139 2.51333 4.80713
O -2.92264 4.11592 2.62211
O -4.86075 2.07979 3.17990
C -0.70339 1.74702 2.14618
O -0.21813 2.81264 3.08519
C 0.30970 0.44942 2.44286
O 0.26057 -0.57943 1.39341
C 0.98882 -1.80111 1.76607
O 0.81794 -2.90363 0.80071
C 0.94297 -2.44354 -0.59367
C 2.42234 -1.73877 -0.91820
O 3.46349 -2.56400 -0.24973
H 3.24129 -0.46873 5.17678
H 4.49218 -1.01481 6.52889
H 3.96833 0.82854 6.42678
H 3.81949 1.09085 3.74274
H 5.45838 2.02639 3.70677
H 4.48790 -0.67950 2.19864
H 6.33400 -0.54804 2.55556
H 5.85165 0.35944 0.14637
H 6.46366 1.84800 1.18189
H 3.60919 1.19459 -0.17446
H 3.54054 1.94612 1.58304
H 4.25482 4.20926 0.85496
H 5.53808 3.54665 -0.41375
H 2.67313 2.76139 -1.40333
H 3.86484 4.11257 -2.14724
H 1.45509 5.12494 -1.46628
H 2.73566 5.87462 -0.30323
H 1.39028 5.24085 1.49892
H 1.99621 3.46406 1.32786
H -0.84665 4.58095 1.11412
H -0.36126 4.16440 -0.65968
H 0.52741 1.73091 0.21662
H -2.68887 3.41680 -1.36881
H -0.91619 2.84520 -2.52290
H 0.03295 1.28511 -1.93764
H -1.53750 -0.34854 -3.12105
H -3.32171 2.18635 -3.07255
H -1.68754 -0.22274 -0.31573
H -4.00773 -0.73742 2.49602
H -4.50051 -0.46756 0.76785
H -3.59231 2.24569 5.36622
H -3.34547 4.25535 1.72318
H -5.15258 2.41859 2.26110
H 0.32602 2.34025 3.79904
H 1.43607 0.78344 2.55009
H -0.05846 -0.05046 3.43629
H 0.50474 -2.17359 2.79197
H 2.11527 -1.53784 2.00424
H 0.91947 -3.41538 -1.28692
H 0.06354 -1.76168 -0.96486
H 2.44046 -0.60793 -0.58541
H 2.59386 -1.87083 -2.09054
H 3.81959 -2.06426 0.56550
C -3.38881 -1.25327 -6.70612
C -2.13884 -1.65177 -5.93847
N -1.10191 -1.98230 -5.30167
H -3.87657 -2.14372 -7.11224
H -4.08631 -0.73733 -6.04065
H -3.12307 -0.58572 -7.53036
C 1.78254 -1.55453 -7.30474
C 2.82807 -0.84116 -8.14646
N 3.69535 -0.24936 -8.84473
H 2.26891 -2.25980 -6.62519
H 1.21677 -0.82635 -6.71719
H 1.09286 -2.10242 -7.95264
C 5.85671 -4.16093 7.37710
C 4.68387 -3.60967 8.17149
N 3.71090 -3.15239 8.83046
H 6.77109 -3.62179 7.63972
H 5.99245 -5.22254 7.60094
H 5.66948 -4.04383 6.30620
C -7.02825 -0.25666 -2.50763
C -5.66523 0.26437 -2.93332
N -4.53455 0.69664 -3.28646
H -7.05592 -1.34602 -2.59857
H -7.22462 0.01904 -1.46792
H -7.80694 0.17357 -3.14335
C -2.56694 -4.04308 -2.24325
C -3.54125 -4.26143 -3.38936
N -4.34951 -4.44260 -4.34009
H -1.76399 -3.37148 -2.55942
H -3.08784 -3.59884 -1.39069
H -2.13208 -4.99831 -1.93660
C -7.33940 -6.11492 -1.91906
C -6.67329 -4.88754 -1.31876
N -6.12077 -3.86935 -0.82076
H -6.65640 -6.60526 -2.61822
H -7.60475 -6.82010 -1.12668
H -8.24700 -5.82231 -2.45406
```

The HOMO-LUMO gap comes out at 3.9 eV. Its spin multiplicity is 1. Its net charge is +1. The calculation puts the HOMO energy at -8.13 eV.

Here are the Löwdin charges for atoms 1 to 4, given in e:
1 C -0.115
2 O -0.253
3 C -0.230
4 C -0.172


# 3
C32H62FN15O30 | ωB97M-V with the def2-TZVPD basis set

XYZ file:
```
140
Properties=species:S:1:pos:R:3
C 5.02444 4.98110 -5.53424
C 4.11226 4.15410 -4.40971
C 3.00224 4.86569 -3.41663
C 2.13254 4.02914 -2.25881
C 2.33843 2.41239 -2.09547
C 1.62346 1.41278 -1.03253
C 0.09173 0.97032 -1.31507
C -1.09827 2.10774 -1.56216
C -1.11628 2.97219 -2.94762
C -1.74985 4.47344 -2.62140
O -1.07311 5.39539 -1.88069
N -3.14498 4.92594 -3.06944
C -4.23680 4.27240 -2.25231
C -3.37753 4.66965 -4.54036
O -2.25081 1.16957 -1.78810
C -1.89640 -0.27169 -2.01811
O -2.79171 -1.28009 -1.96644
C -0.24261 -0.36216 -2.26960
N 0.21353 -1.66817 -1.61791
C 1.52296 -1.96824 -2.01504
O 2.53746 -2.21716 -2.88951
C -0.17399 -0.22458 -3.89511
C -0.65854 -1.66209 -4.60219
F 1.16681 0.04789 -4.46057
C 3.47610 1.72203 -3.10928
C 4.33371 2.53932 -4.24082
H 4.55144 4.93546 -6.61683
H 6.10367 4.49788 -5.63867
H 5.21171 6.10486 -5.19347
H 2.85084 6.03596 -3.57257
H 1.37342 4.55586 -1.54166
H 2.31870 0.45757 -0.88814
H 1.64748 1.96098 0.02787
H -0.24926 0.55010 -0.24740
H -1.18413 2.81099 -0.61345
H -0.11059 3.00268 -3.54320
H -1.90637 2.46280 -3.68415
H -4.71955 3.32595 -2.78490
H -3.92164 3.96597 -1.16436
H -5.10585 5.06121 -2.15159
H -3.54533 3.52254 -4.74802
H -4.37250 5.21830 -4.87391
H -2.52609 5.03836 -5.25395
H -0.90475 0.58562 -4.35812
H -1.23565 -1.40586 -5.61375
H -1.41002 -2.26779 -3.94290
H 0.28113 -2.35484 -4.78620
H 3.65861 0.54785 -3.01432
H 5.12609 1.95859 -4.90424
C 0.10896 0.00699 3.64737
N 0.07628 1.35817 3.02534
O 0.39484 1.44042 1.83336
O -0.26808 2.29801 3.75128
H 0.42779 -0.71976 2.89702
H 0.81929 0.04272 4.47582
H -0.90003 -0.21866 3.99842
C 3.10140 -4.73947 0.65061
N 3.08753 -3.93767 1.90385
O 3.87721 -4.26830 2.79612
O 2.28421 -2.99917 1.95648
H 3.85202 -5.52736 0.74356
H 2.10559 -5.16873 0.52303
H 3.35110 -4.06391 -0.17005
C -1.39466 -0.04633 7.19175
N -0.05522 -0.67003 7.36665
O 0.14172 -1.30498 8.40930
O 0.76062 -0.50445 6.45240
H -2.00662 -0.27209 8.06775
H -1.24613 1.03082 7.09238
H -1.84065 -0.47087 6.29005
C 3.06822 -0.36908 -6.49585
N 4.49423 -0.32519 -6.91805
O 5.34994 -0.35851 -6.02602
O 4.71423 -0.25839 -8.13297
H 3.02401 -0.42657 -5.40610
H 2.59042 0.54527 -6.85342
H 2.61801 -1.25548 -6.94731
C 7.30896 3.11979 -1.82915
N 7.27628 4.47097 -2.45118
O 7.59484 4.55323 -3.64316
O 6.93192 5.41082 -1.72523
H 7.62779 2.39304 -2.57949
H 8.01929 3.15552 -1.00070
H 6.29997 2.89414 -1.47809
C 0.75464 -1.66925 -9.78112
N -0.06897 -1.08176 -8.69015
O -1.27653 -0.93224 -8.91035
O 0.52008 -0.78719 -7.64367
H 0.10960 -1.87836 -10.63730
H 1.52130 -0.93813 -10.04543
H 1.19894 -2.59055 -9.39898
C -5.17099 3.36273 2.31853
N -6.15848 3.79223 1.29186
O -5.77498 4.60539 0.44288
O -7.29070 3.30104 1.36734
H -4.22284 3.87147 2.13140
H -5.57065 3.63945 3.29622
H -5.05230 2.28098 2.22938
C -1.57774 2.62441 10.63277
N -2.74563 1.95651 9.99744
O -3.22854 2.49434 8.99416
O -3.14465 0.91130 10.52396
H -1.33666 3.52740 10.06769
H -1.85862 2.87450 11.65782
H -0.74307 1.92084 10.60980
C -6.01664 -1.02947 7.04177
N -4.59062 -0.98558 6.61958
O -3.73492 -1.01890 7.51160
O -4.37062 -0.91878 5.40466
H -6.06084 -1.08697 8.13153
H -6.49444 -0.11512 6.68420
H -6.46684 -1.91587 6.59031
C 3.14416 -8.17284 3.66761
N 2.15666 -7.74334 2.64093
O 2.54016 -6.93018 1.79196
O 1.02444 -8.23453 2.71642
H 4.09231 -7.66409 3.48047
H 2.74450 -7.89612 4.64530
H 3.26285 -9.25459 3.57846
C -5.23123 0.00862 -5.57145
N -4.90804 1.41528 -5.21015
O -3.78186 1.83130 -5.50628
O -5.79396 2.06197 -4.63935
H -4.36494 -0.43737 -6.06489
H -5.46489 -0.52363 -4.64717
H -6.08999 0.03049 -6.24545
C 2.68815 -3.19636 9.38087
N 3.41891 -2.69185 10.57467
O 3.57760 -3.47851 11.51544
O 3.81242 -1.52038 10.53364
H 2.40252 -4.23606 9.55478
H 1.80341 -2.57060 9.24733
H 3.36207 -3.11959 8.52521
C -2.17774 -7.52620 1.57726
N -3.34563 -8.19409 0.94194
O -3.82854 -7.65626 -0.06135
O -3.74465 -9.23930 1.46845
H -1.93666 -6.62320 1.01218
H -2.45862 -7.27610 2.60232
H -1.34307 -8.22977 1.55429
```

The HOMO-LUMO gap comes out at 6.7 eV. Its spin multiplicity is 1. Its net charge is 0. The calculation puts the HOMO energy at -8.08 eV.

Here are the Löwdin charges for atoms 1 to 4, given in e:
1 C -0.123
2 C -0.184
3 C -0.012
4 C -0.012


# 4
C32H63B3F5N2O11PS | ωB97M-V with the def2-TZVPD basis set

XYZ file:
```
118
Properties=species:S:1:pos:R:3
C -8.28504 -2.37301 0.17078
C -7.46526 -3.68901 -0.21401
O -6.06498 -3.46864 -0.51557
P -5.82824 -2.89123 -2.08860
O -6.65257 -3.73281 -3.08867
C -4.01227 -3.04541 -2.65332
C -3.03866 -3.27636 -1.39786
B -1.69426 -2.38586 -1.39184
O -1.49306 -1.11461 -2.03582
B -1.10365 -0.19929 -0.97065
C -1.72210 1.30485 -0.81727
C -2.67883 1.73919 -2.02566
C -2.19344 3.16208 -2.62418
C -3.41540 3.86691 -3.38222
C -3.55035 5.43802 -3.10227
O -4.68386 5.75824 -2.25700
C -4.49628 5.18801 -0.93598
O -0.15015 -0.58716 0.07678
B -0.47357 -1.92057 0.46193
S -0.85196 -2.52594 2.19997
O -2.20756 -3.20879 2.11808
O 0.11422 -3.57880 2.67054
C -1.07529 -1.11164 3.39017
F 0.17486 -0.58789 3.72509
F -1.85085 -0.07684 2.79877
C -1.89938 -1.55836 4.70451
F -1.58093 -0.72307 5.78829
F -3.25963 -1.35730 4.43695
F -1.61587 -2.86474 5.07693
O -0.55647 -2.88834 -0.60836
O -6.41900 -1.30295 -2.18857
C -5.42209 -0.31065 -1.84301
C -5.06349 -0.25630 -0.27143
H -8.82832 -1.94378 -0.73529
H -9.07522 -2.62109 0.96185
H -7.65487 -1.53513 0.60656
H -7.48337 -4.35981 0.71794
H -8.02882 -4.25904 -1.01529
H -3.68159 -2.17887 -3.30306
H -3.98693 -4.01409 -3.26365
H -3.54576 -3.09615 -0.37920
H -2.69679 -4.37268 -1.35406
H -0.86814 2.05522 -0.68416
H -2.34045 1.33036 0.15298
H -3.72757 1.93709 -1.60565
H -2.78342 0.97197 -2.85251
H -1.38124 2.90340 -3.39395
H -1.72176 3.80264 -1.80449
H -3.26962 3.69771 -4.50459
H -4.39769 3.38433 -3.04949
H -2.57100 5.85123 -2.67942
H -3.72014 5.96520 -4.10556
H -3.49885 5.49164 -0.46310
H -4.60985 4.05366 -0.92827
H -5.31919 5.62039 -0.26732
H -5.89602 0.70734 -2.08307
H -4.47967 -0.35441 -2.48760
H -3.93657 -0.40209 -0.15784
H -5.55664 -1.08986 0.32583
H -5.33953 0.75218 0.19345
C 5.55243 -5.09900 -1.76262
C 5.58913 -3.55294 -1.69551
C 6.71985 -3.11176 -0.74650
C 6.40426 -3.39247 0.71821
C 5.06906 -2.76911 1.11281
C 3.90090 -3.12040 0.16640
N 4.25840 -3.01551 -1.28007
O 4.22587 -1.70521 -1.61258
C 3.38831 -4.54890 0.46098
C 2.70222 -2.21995 0.55449
C 5.96353 -3.14300 -3.14124
H 6.39447 -5.48348 -2.34535
H 5.63733 -5.58332 -0.79157
H 4.63862 -5.45284 -2.24741
H 6.91411 -2.03904 -0.86680
H 7.65384 -3.61685 -1.01463
H 6.39441 -4.46709 0.91597
H 7.19667 -2.97476 1.34636
H 4.82394 -3.07391 2.13596
H 5.20082 -1.68065 1.14500
H 2.64258 -4.85673 -0.27760
H 2.90529 -4.59654 1.44138
H 4.17340 -5.30135 0.49049
H 2.95305 -1.15646 0.53062
H 2.37046 -2.43187 1.57584
H 1.85033 -2.38792 -0.11097
H 5.20989 -3.48843 -3.85413
H 6.92098 -3.58482 -3.43015
H 6.07986 -2.06351 -3.26142
C 3.24797 1.97486 0.57707
C 3.28686 3.52286 0.60190
C 4.42411 3.98841 1.53148
C 4.11738 3.74790 3.00526
C 2.78512 4.38314 3.39164
C 1.61070 4.00780 2.46232
N 1.95923 4.07311 1.01099
O 1.92577 5.37382 0.64304
C 1.10008 2.58887 2.79659
C 0.41403 4.92045 2.83432
C 3.65256 3.89270 -0.85678
H 4.08580 1.57314 -0.00034
H 3.33846 1.51697 1.56082
H 2.33046 1.60875 0.10775
H 4.61871 5.05716 1.38083
H 5.35591 3.47507 1.27135
H 4.10777 2.67884 3.23191
H 4.91417 4.18149 3.61693
H 2.54650 4.10598 4.42417
H 2.91770 5.47161 3.39390
H 0.34998 2.26327 2.06941
H 0.62219 2.56393 3.78034
H 1.88494 1.83658 2.84047
H 0.66622 5.98187 2.78055
H 0.09036 4.73439 3.86229
H -0.44350 4.73659 2.18030
H 2.89401 3.52885 -1.55530
H 4.60764 3.44193 -1.13957
H 3.76930 4.96839 -1.00707
```

The HOMO-LUMO gap (alpha / beta) comes out at 7.9 / 8.5 eV. Its spin multiplicity is 3. Its net charge is 0. The calculation puts the HOMO energy (alpha / beta) at -9.06 / -9.70 eV. As for the expectation value of S²: 2.0088.

Here are the Löwdin charges for atoms 1 to 4, given in e:
1 C -0.092
2 C -0.272
3 O -0.268
4 P 0.703